{"formula": "C4H9N4O2", "method": "ωB97M-V with the def2-TZVPD basis set", "symbols": ["N", "C", "N", "N", "C", "N", "O", "O", "C", "C", "H", "H", "H", "H", "H", "H", "H", "H", "H"], "positions_angstrom": [[0.521, 0.077, 2.737], [0.262, -0.425, 1.544], [-0.288, -1.598, 1.578], [0.668, 0.227, 0.388], [-0.084, 0.289, -0.963], [-1.516, 0.288, -0.654], [-1.806, 0.388, 0.511], [-2.247, 0.333, -1.615], [0.595, -0.272, -2.173], [0.478, 1.185, -2.070], [0.138, -0.347, 3.500], [0.540, 1.144, 2.758], [-0.506, -1.953, 2.518], [-0.501, -2.261, 0.866], [1.057, 1.100, 0.575], [0.061, -0.790, -2.989], [1.623, -0.736, -2.099], [1.513, 1.755, -1.926], [-0.508, 1.597, -2.485]], "forces_ev_per_angstrom": [[1.5531, 5.1823, -2.2058], [0.5746, 0.4644, -2.2203], [-0.7588, -2.0676, 1.3085], [-1.4387, -1.6537, -0.7804], [3.0455, -0.9675, 3.0490], [0.2057, 1.0859, -1.4476], [-1.2314, -0.0875, 0.3227], [-0.3115, -0.3906, 0.2633], [0.4977, -2.0020, -1.6744], [-0.0136, 1.6363, 0.7646], [-1.0322, -1.2125, 2.5108], [0.1436, -2.1805, 0.3773], [0.0325, 0.1341, -0.8954], [0.1726, 0.1717, -0.8774], [0.8116, 1.5528, 0.4566], [-0.2338, 0.3302, 0.8257], [-1.3219, 0.7497, 0.5509], [-2.8929, -0.7969, -0.1683], [2.1978, 0.0514, -0.1599]], "nbo_charge": [-0.7380, 0.7158, -0.7321, -0.5767, 0.1607, 0.5259, -0.3737, -0.3262, -0.4248, -0.4019, 0.4068, 0.4259, 0.4149, 0.4392, 0.4024, 0.2660, 0.2646, 0.2714, 0.2800], "lumo_energy_ev": -3.7, "e_homo_ev": -14.8, "total_energy_ev": -14338.6804, "max_force_ev_per_a": 5.84, "smiles": "NC(N)=[NH+]C1([N+](=O)[O-])CC1", "charge": 1}

{"formula": "C15H54BNO23", "method": "ωB97M-V with the def2-TZVPD basis set", "symbols": ["C", "C", "C", "C", "N", "C", "C", "C", "C", "C", "C", "C", "H", "H", "H", "H", "H", "H", "H", "H", "H", "H", "H", "H", "H", "H", "H", "H", "H", "H", "H", "H", "H", "H", "H", "H", "O", "C", "O", "B", "O", "C", "O", "O", "C", "O", "C", "O", "O", "O", "H", "H", "O", "H", "H", "O", "H", "H", "O", "H", "H", "O", "H", "H", "O", "H", "H", "O", "H", "H", "O", "H", "H", "O", "H", "H", "O", "H", "H", "O", "H", "H", "O", "H", "H", "O", "H", "H", "O", "H", "H", "O", "H", "H"], "positions_angstrom": [[-5.906, 0.649, 2.963], [-4.972, 0.126, 1.904], [-4.095, -1.014, 2.423], [-3.010, -1.502, 1.461], [-2.320, -2.795, 1.926], [-1.648, -2.553, 3.189], [-0.390, -3.572, 3.375], [-0.057, -3.810, 1.849], [-1.237, -3.247, 0.981], [-3.220, -4.039, 2.254], [-4.135, -4.378, 0.994], [-5.144, -5.473, 1.293], [-6.553, -0.219, 3.391], [-6.403, 1.567, 2.660], [-5.461, 1.035, 3.832], [-4.180, 0.772, 1.745], [-5.605, -0.445, 0.989], [-4.659, -1.761, 2.925], [-3.686, -0.520, 3.371], [-2.294, -0.877, 1.467], [-3.324, -1.664, 0.369], [-2.216, -2.317, 4.165], [-1.203, -1.402, 3.072], [-0.844, -4.587, 3.616], [0.529, -3.228, 3.829], [0.143, -4.711, 1.631], [0.864, -3.141, 1.816], [-1.530, -3.835, 0.240], [-1.009, -2.226, 0.642], [-3.837, -4.064, 3.083], [-2.658, -4.921, 2.246], [-3.589, -4.530, 0.149], [-4.753, -3.557, 0.745], [-5.810, -5.543, 0.421], [-5.857, -5.173, 1.954], [-4.653, -6.333, 1.692], [0.405, 0.716, 2.311], [0.997, 0.908, 1.312], [0.750, 1.866, 0.444], [1.918, 1.888, -0.446], [2.841, 0.792, -0.069], [2.312, 0.342, 1.035], [2.759, -0.587, 1.694], [2.533, 3.186, -0.333], [2.510, 3.732, -1.425], [3.258, 4.727, -1.700], [1.854, 2.935, -2.411], [1.509, 1.808, -1.923], [1.356, 3.149, -3.515], [-0.055, 0.421, -5.077], [-0.490, 1.206, -4.824], [-0.069, 0.693, -6.008], [2.687, 0.401, -4.701], [1.662, 0.613, -4.750], [3.260, 1.040, -5.078], [5.163, -0.700, 3.810], [4.143, -0.934, 3.537], [5.609, -1.505, 3.566], [-0.646, -1.076, -2.391], [-0.479, -0.913, -3.306], [-0.801, -0.052, -2.244], [-1.509, 2.264, 3.494], [-0.964, 3.028, 3.741], [-0.764, 1.664, 3.322], [3.868, 5.476, -4.353], [4.713, 5.860, -4.493], [3.712, 5.425, -3.355], [-0.705, 4.535, -6.490], [-0.325, 3.910, -5.738], [-0.061, 4.334, -7.254], [4.355, 7.008, -0.125], [4.491, 7.633, -0.923], [3.965, 6.347, -0.716], [3.461, -0.907, -2.465], [3.436, -0.075, -1.834], [3.326, -0.554, -3.353], [2.629, -1.759, 3.494], [2.953, -2.444, 2.969], [2.217, -1.000, 3.206], [4.609, -2.113, 0.249], [3.955, -1.566, 0.448], [4.418, -2.550, -0.603], [-1.162, 2.728, -4.247], [-1.629, 3.137, -3.512], [-0.365, 2.872, -3.880], [-2.138, 0.779, -0.720], [-2.839, 0.754, -1.448], [-2.071, 1.721, -0.508], [5.133, 1.100, 2.017], [5.292, 0.234, 2.713], [4.918, 1.889, 2.536], [4.213, 2.774, -5.077], [4.697, 2.503, -4.360], [3.942, 3.624, -4.913]], "forces_ev_per_angstrom": [[-1.5027, -1.5207, 0.2051], [-1.9869, -4.0886, -1.2329], [0.5505, 0.9561, 2.2916], [-5.5924, -5.2020, -0.8620], [-2.3121, -2.9284, 2.0373], [4.2374, 4.4845, 3.2855], [-3.7620, -1.3802, -2.9705], [-0.6234, 8.5883, 2.0316], [2.7362, 4.4228, 3.9187], [-1.0966, 0.4835, -5.3433], [-1.3128, 1.0764, 3.3934], [1.2453, 0.2275, -2.0794], [0.4448, 1.7425, -1.1009], [-0.9073, -0.5045, -0.5274], [1.6034, 0.1567, 1.2521], [0.7197, 2.2762, -1.8159], [1.7361, 2.4830, 1.8278], [-0.8249, -1.3592, -0.2926], [0.5486, -0.6652, -1.2757], [5.2709, 4.6689, -0.2886], [0.1186, 0.1858, 1.7043], [-0.0177, -1.2376, -1.9641], [-0.4935, -2.9185, 0.1243], [0.9437, 1.3861, 1.0568], [-0.5110, 0.1010, 0.8715], [1.6432, -6.6623, -1.5503], [-1.0757, -0.9887, -1.2128], [-1.6786, -2.4245, -3.0551], [0.8089, -0.7509, -0.8963], [-0.8164, 1.0962, 1.9962], [1.8200, -0.8590, 0.5984], [1.8164, -0.9269, -2.2319], [-0.4945, 1.4358, -0.1093], [0.7536, -1.0523, -0.1971], [-1.6128, 1.1505, 2.6152], [-0.0900, -1.1254, -0.3300], [-1.5562, -1.3449, 1.9142], [0.0929, 2.7640, -0.3828], [0.0275, -0.7562, -0.4886], [-0.6556, -0.8814, -1.5003], [-1.2177, 1.3255, 0.2632], [2.7014, -3.8875, -0.1891], [-0.6128, 2.7030, -2.8208], [-0.1059, -1.6104, 4.2064], [6.0468, 6.9009, -3.4431], [-2.7426, -2.0863, 0.4200], [-4.6413, -1.3392, -5.2166], [0.8731, -2.0817, 4.1366], [1.8355, 2.1333, 0.4437], [0.6447, -0.8236, -1.5320], [-1.3454, 1.5943, 1.8753], [0.4927, -1.0951, -0.4225], [-3.1555, -1.3230, 0.6178], [3.0374, -0.2742, -0.1020], [0.2001, 1.5781, -0.7171], [-3.2045, -0.6521, -0.5814], [2.8704, 0.4130, 1.2715], [0.5140, -0.5775, -0.1077], [-0.8863, 3.6972, 1.0091], [0.6240, -0.9013, -1.7008], [0.3262, -2.9508, 0.7545], [0.9049, 0.3096, 0.3273], [-0.7192, 0.2421, 0.0634], [-0.5450, -0.3779, -0.3629], [-1.4624, -0.5444, 1.6736], [1.1573, 0.5442, -0.0537], [0.2343, -0.0413, -1.6846], [2.8352, -2.4981, 0.3303], [-1.3863, 2.0357, -2.2342], [-1.4986, 0.6241, 1.7271], [0.1151, 1.5902, -3.1007], [0.1411, -0.5661, 2.3506], [-0.2567, -1.0615, 0.8324], [0.2430, 1.9874, 2.6654], [0.1450, -2.7223, -2.1546], [-0.3500, 0.3778, -0.3201], [0.6324, -2.6959, 6.7010], [0.2542, -0.7168, -2.2079], [-1.2674, 1.5569, -2.0956], [4.6252, -4.6564, -1.6726], [-4.4571, 3.8353, 1.1481], [0.0061, 0.7234, 0.5496], [-4.6462, -0.2935, -0.9259], [-1.2337, 0.0046, -0.3460], [5.8206, 0.4716, 1.4909], [-1.5286, 0.2902, -1.4678], [1.4066, -0.0464, 1.4672], [0.0895, -0.1598, 0.1238], [0.2479, -1.7456, 1.2709], [-0.4811, 3.1987, -1.7118], [0.3026, -0.4933, 0.0711], [-0.5581, -2.7713, -3.4316], [1.9234, -0.9322, 2.6959], [-1.1430, 3.6799, 0.6995]], "mulliken_charge": [-1.4238, -0.0436, -0.9076, -1.3996, 0.7282, -0.1882, -0.9225, -0.5769, -0.7428, -1.1460, -0.5037, -1.6062, 0.2811, 0.3838, 0.3943, 0.2583, 0.2298, 0.5774, 0.3507, 0.9662, 0.2742, 0.4080, -0.0920, 0.2293, 0.5986, 0.7416, -0.1194, 0.7554, 0.2347, 0.5341, 0.5736, 0.5361, 0.3074, 0.3916, 0.4666, 0.3917, -0.6943, 0.6979, -0.7991, 1.6768, -1.0499, 0.5190, -0.3070, -0.7113, 0.2175, -0.8662, 1.0070, 0.1779, -0.9816, -0.6840, 0.4220, 0.3359, -0.6873, 0.3207, 0.3526, -0.7174, 0.5688, 0.3460, -0.5858, 0.3128, 0.2080, -0.6242, 0.3064, 0.3630, -0.6685, 0.2795, 0.4485, -0.6756, 0.3411, 0.3054, -0.6186, 0.3354, 0.3682, -0.6440, 0.3128, 0.3985, -0.8762, 0.3478, 0.4865, -0.6446, 0.1777, 0.2745, -0.6780, 0.3479, 0.3701, -0.4380, 0.2321, 0.2311, -0.7285, 0.3956, 0.2602, -0.5827, 0.2810, 0.2956], "lumo_energy_ev": -0.5, "e_homo_ev": -9.3, "total_energy_ev": -65686.9336, "max_force_ev_per_a": 9.80}

{"formula": "C4H28O10", "method": "ωB97M-V with the def2-TZVPD basis set", "symbols": ["O", "H", "H", "O", "H", "H", "O", "H", "H", "O", "H", "H", "O", "H", "H", "O", "H", "H", "O", "H", "H", "O", "H", "H", "C", "C", "O", "H", "H", "H", "H", "H", "H", "C", "C", "O", "H", "H", "H", "H", "H", "H"], "positions_angstrom": [[3.788, -0.033, -0.153], [3.186, 0.701, -0.272], [3.233, -0.811, -0.213], [0.652, 0.255, -3.109], [0.837, -0.267, -2.328], [0.193, 1.027, -2.778], [-0.939, 2.164, -1.770], [-0.458, 2.980, -1.633], [-1.569, 2.370, -2.461], [1.524, -1.524, -0.999], [1.149, -2.395, -0.871], [0.978, -0.946, -0.466], [-2.740, 2.652, 0.303], [-1.978, 2.590, 0.879], [-2.377, 2.596, -0.581], [-0.700, 1.960, 2.517], [-1.180, 1.188, 2.817], [0.075, 1.993, 3.077], [0.180, -2.148, 2.505], [0.123, -1.411, 1.896], [0.753, -2.777, 2.068], [-0.306, 0.045, 0.355], [-1.092, 0.592, 0.362], [0.420, 0.666, 0.415], [2.853, 1.395, 2.431], [2.285, 2.414, 1.423], [1.717, 1.804, 0.293], [3.147, 1.833, 3.385], [3.670, 0.749, 2.110], [2.052, 0.778, 2.839], [3.128, 3.002, 1.060], [1.582, 3.093, 1.905], [1.330, 2.521, -0.215], [-2.029, -2.566, -1.851], [-3.206, -3.466, -1.305], [-3.625, -4.355, -2.269], [-1.258, -3.224, -2.252], [-1.624, -1.936, -1.059], [-2.475, -1.931, -2.616], [-4.018, -2.789, -1.041], [-2.838, -4.059, -0.468], [-4.442, -4.728, -1.929]], "forces_ev_per_angstrom": [[0.6939, -0.0274, 0.1602], [-0.1679, 0.1205, -0.1664], [-0.1170, -0.2543, -0.2456], [-0.0854, -0.0704, -0.5657], [0.3380, -0.4051, 0.1514], [-0.1455, 0.1806, 0.1372], [0.0593, -0.1095, 0.0862], [0.1260, 0.4435, -0.0758], [-0.2090, 0.0967, -0.4967], [0.3434, -0.3444, -0.2820], [0.0325, -0.2817, -0.0333], [-0.5510, 0.2019, 0.3620], [-0.5366, -0.1809, 0.1426], [0.3052, 0.1892, 0.4670], [0.1288, -0.0489, -0.0426], [-0.1805, 0.2207, -0.2932], [-0.1869, -0.2358, 0.1806], [0.2188, 0.0736, 0.1884], [-0.2415, -0.2176, 0.1584], [-0.0941, 0.4892, -0.3173], [0.2746, -0.1776, 0.0594], [-0.6204, -1.2731, -0.0081], [-0.3120, 0.1616, -0.0683], [0.7414, 0.9289, 0.2952], [-0.9340, -0.1084, 0.6927], [2.0569, 0.2530, 1.5024], [-0.8461, -0.4267, -0.5624], [0.3982, 0.8256, -0.3253], [-0.2582, 0.2584, -0.4151], [-0.2929, -0.5707, -0.5335], [0.0476, 0.3147, 0.1267], [-0.1182, -0.0674, 0.0121], [0.0562, -0.0617, -0.3038], [-0.8530, -1.3499, 0.6821], [1.9883, 2.7346, -2.5877], [0.7371, 0.1844, 0.4892], [0.0868, 0.3149, -0.2044], [-0.0631, -0.1125, 0.0710], [0.1739, -0.0050, -0.2161], [-0.7977, -0.4413, 0.8987], [0.0380, -0.5363, 1.0656], [-1.2336, -0.6856, -0.1860]], "nbo_charge": [-0.9598, 0.4698, 0.4792, -0.9427, 0.4767, 0.4698, -0.9515, 0.4851, 0.4940, -0.9582, 0.4696, 0.4896, -0.9560, 0.4768, 0.4665, -0.9643, 0.4831, 0.4857, -0.9486, 0.4801, 0.4647, -1.0189, 0.4976, 0.5045, -0.6618, -0.0768, -0.7470, 0.2316, 0.2642, 0.1960, 0.1826, 0.1706, 0.4805, -0.6233, -0.1446, -0.1961, 0.2503, 0.2676, 0.2650, 0.2839, 0.3466, 0.5181], "lumo_energy_ev": [-3.9, -10.6], "e_homo_ev": [-12.6, -12.6], "total_energy_ev": -25066.3833, "multiplicity": 2, "max_force_ev_per_a": 4.26, "charge": 1}

{"formula": "C2H5BrCl2Si", "method": "ωB97M-V with the def2-TZVPD basis set", "symbols": ["C", "C", "Si", "Cl", "Cl", "Br", "H", "H", "H", "H", "H"], "positions_angstrom": [[-0.098, 0.444, 0.344], [0.791, -0.315, -0.660], [2.472, -0.670, 0.021], [2.919, -1.398, 1.838], [3.505, -1.656, -1.382], [3.191, 1.474, 0.058], [-0.804, -0.280, 0.756], [0.527, 0.885, 1.092], [-0.620, 1.218, -0.295], [0.913, 0.320, -1.500], [0.215, -1.177, -1.018]], "forces_ev_per_angstrom": [[-0.6443, 0.0141, -1.6800], [-1.0780, -1.2710, 1.1097], [0.0031, 1.6920, -0.8571], [-0.3359, -0.3573, 0.3715], [0.5386, -0.5812, -0.4438], [0.2936, -0.2422, 0.1433], [-0.0403, 0.5114, 0.2765], [-0.1564, 0.6000, 0.6440], [0.2576, -0.6536, 1.3638], [0.7324, 0.4083, -0.9317], [0.4297, -0.1204, 0.0038]], "nbo_charge": [-0.6037, -0.9158, 1.3703, -0.3177, -0.3410, -0.3351, 0.2126, 0.2121, 0.2174, 0.2564, 0.2443], "lumo_energy_ev": 0.5, "e_homo_ev": -10.6, "total_energy_ev": -105124.2788, "max_force_ev_per_a": 2.00, "smiles": "CC[Si](Cl)(Cl)Br"}

{"formula": "C4H12NO3", "method": "ωB97M-V with the def2-TZVPD basis set", "symbols": ["C", "C", "C", "O", "N", "C", "O", "H", "H", "H", "H", "H", "H", "H", "H", "H", "H", "H", "H", "O"], "positions_angstrom": [[1.042, -0.516, 0.390], [0.916, -0.040, -1.209], [2.114, 0.795, -1.674], [-0.214, 0.751, -1.304], [0.737, 0.720, 1.170], [-0.617, 0.577, 1.696], [-1.614, 0.231, 0.759], [2.123, -0.617, 0.443], [0.331, -1.318, 0.450], [0.845, -0.947, -1.834], [3.020, 0.229, -1.884], [1.801, 1.527, -2.427], [2.271, 1.528, -0.871], [-1.051, 0.507, -0.296], [0.739, 1.488, 0.515], [-0.940, 1.597, 1.987], [-0.627, -0.115, 2.545], [-2.815, -1.992, -0.178], [-1.581, -1.390, 0.348], [-1.950, -2.319, 0.214]], "forces_ev_per_angstrom": [[1.3728, 3.2901, -3.1952], [-0.8960, -0.0739, 1.0377], [-0.5704, 0.9480, 1.1011], [-0.9169, -0.1895, 0.4112], [-0.6056, -2.0154, 0.7185], [-0.8831, 1.8582, -0.3817], [1.2273, -0.2438, -1.3948], [-0.0008, -1.3594, 0.6602], [0.3363, -0.4871, 0.7806], [-0.0077, -0.1626, 0.1190], [0.0949, 0.1240, -0.1759], [0.0784, -0.8298, -0.6750], [0.6249, -0.3115, 0.2962], [0.2015, -0.0741, -0.0103], [-0.2407, 0.0843, -0.1714], [0.4937, -0.2815, 0.7904], [0.0709, -0.0067, -0.0390], [1.3671, -0.9645, 0.6557], [-0.2993, -0.4479, 0.4286], [-1.4474, 1.1434, -0.9558]], "nbo_charge": [-0.2940, 0.1217, -0.6544, -0.8948, -0.6729, 0.0930, -0.8760, 0.1785, 0.2139, 0.1170, 0.1840, 0.2174, 0.1873, 0.5015, 0.3671, 0.1321, 0.1371, 0.4505, 0.4978, -1.0070], "lumo_energy_ev": 4.2, "e_homo_ev": -4.1, "total_energy_ev": -11974.8630, "max_force_ev_per_a": 4.79, "charge": -1}